1.
C21H42Br4O7 | ωB97M-V/def2-TZVPD

```
74
Properties=species:S:1:pos:R:3:lowdin_charge:R:1
C 3.7666 2.6618 3.1988 -0.034
C 2.3119 2.6172 3.5778 -0.401
O 1.7099 1.5410 3.8431 0.009
C 1.5141 4.0057 3.6956 -0.012
H 4.0777 2.9143 2.1852 0.083
H 4.2330 1.6801 3.2814 0.082
H 4.2540 3.2976 3.9379 0.091
H 1.4475 4.3142 4.7390 0.081
H 0.4868 4.0299 3.3322 0.059
H 2.0369 4.7384 3.0809 0.064
C -3.2042 -2.5534 1.1226 -0.016
C -1.8639 -3.0856 0.6373 -0.382
O -1.1732 -2.4760 -0.2537 -0.025
C -1.2834 -4.3006 1.4001 -0.009
H -3.4843 -1.6171 0.6400 0.036
H -3.1148 -2.3541 2.1905 0.087
H -3.9267 -3.3563 0.9760 0.093
H -0.3694 -4.7649 1.0298 0.071
H -2.0690 -5.0147 1.1531 0.081
H -1.2746 -4.2758 2.4898 0.087
C -0.2128 3.2253 -2.6176 0.036
C 0.6645 4.4222 -2.9950 -0.231
O 1.7370 4.6008 -2.3834 0.336
C 0.0495 5.4414 -3.9814 0.068
H -0.6600 3.4455 -1.6482 0.108
H 0.5067 2.4425 -2.3776 0.071
H -0.9693 2.9365 -3.3473 0.094
H 0.7693 5.9416 -4.6294 0.111
H -0.2102 6.2131 -3.2567 0.123
H -0.7781 5.2297 -4.6584 0.115
O 3.4742 -5.0648 2.5174 0.097
C 3.0288 -3.9973 2.1376 -0.458
O 2.6825 -2.9055 2.8753 -0.028
C 2.9555 -2.8524 4.1583 -0.291
C 1.9075 -1.9501 4.8642 -0.034
C 2.8232 -3.8250 0.6005 0.028
H 3.9721 -2.5019 4.3367 0.136
H 2.7672 -3.8793 4.4715 0.122
H 1.7494 -2.4235 5.8332 0.072
H 1.0103 -1.8694 4.2505 0.073
H 2.2714 -0.9514 5.1055 0.057
H 1.9936 -4.4274 0.2303 0.073
H 3.7590 -4.1217 0.1268 0.084
H 2.6434 -2.7874 0.3193 0.053
O -2.1906 -1.9917 -3.7937 0.030
C -1.5141 -1.3247 -4.6117 -0.492
O -0.1570 -1.0091 -4.4673 -0.030
C 0.4444 -1.5702 -3.3802 -0.298
C 1.8255 -1.0129 -3.3488 -0.103
C -2.0972 -0.6602 -5.7903 0.013
H 0.5692 -2.6499 -3.4624 0.139
H -0.0949 -1.3695 -2.4545 0.096
H 2.2823 -0.9051 -4.3325 0.082
H 2.5241 -1.5313 -2.6921 0.077
H 1.8351 0.0470 -3.0945 0.021
H -1.3201 -0.3185 -6.4741 0.090
H -2.6142 0.2205 -5.4091 0.084
H -2.7886 -1.3986 -6.1962 0.103
Br -2.6509 0.5978 -1.8807 0.736
C -4.3826 0.6194 -0.8954 -0.642
C -4.7036 2.0026 -0.2915 -0.643
Br -6.4805 1.7620 0.6389 0.603
H -4.3819 -0.0304 -0.0203 0.007
H -5.1025 0.2926 -1.6457 0.058
H -4.8188 2.7602 -1.0667 0.051
H -3.9125 2.2750 0.4071 -0.024
Br -2.2634 1.0943 2.1265 0.753
C -0.6431 1.5934 1.1796 -0.649
C 0.0894 0.2489 0.8846 -0.654
Br 1.7559 0.5716 -0.1447 0.667
H 0.0095 2.2225 1.7851 0.029
H -0.9404 1.8955 0.1753 -0.012
H -0.6129 -0.3779 0.3350 -0.006
H 0.3248 -0.3962 1.7311 0.056
```

Calculated values
Molar mass in g mol⁻¹: 726.2
Total charge: +1
Spin multiplicity: 2
Calculated total energy in a.u.: -11647.6724

---

2.
C5H11NO | ωB97M-V/def2-TZVPD

```
18
Properties=species:S:1:pos:R:3:lowdin_charge:R:1
C 2.0566 -0.1352 -1.3071 -0.072
C 2.0375 -1.3669 -0.8043 -0.099
C 0.2984 -0.8257 1.4382 0.032
N -0.3440 0.2483 1.2351 0.037
C -1.1566 0.4323 -0.1773 -0.626
O -1.2850 -0.6685 -0.7645 -0.113
C -2.4342 1.2403 0.1113 -0.054
H 2.9156 0.5218 -1.1889 0.051
H 1.2146 0.2412 -1.8823 0.047
H -0.2118 1.1970 -0.4194 0.149
H 1.1817 -2.0148 -0.9739 0.052
H 2.8769 -1.7779 -0.2455 0.054
H -0.0341 -1.7092 0.8942 0.091
H 1.1511 -0.8412 2.1059 0.099
H 0.0332 1.1441 1.5289 0.135
H -2.7306 1.6984 -0.8357 0.074
H -2.3082 2.0280 0.8632 0.063
H -3.2610 0.5878 0.4222 0.080
```

Calculated values
ΔE to the lowest compared entry with this formula, charge and spin in kcal per mole: 92.97
Molar mass in g mol⁻¹: 101.1
Calculated total energy in a.u.: -326.9832

---

3.
C6H15NP | ωB97M-V/def2-TZVPD

```
23
Properties=species:S:1:pos:R:3:lowdin_charge:R:1
C 1.9482 2.1307 -0.3181 0.088
C 1.1573 1.2347 0.2038 -0.319
C 0.9984 -2.6743 0.4133 -0.086
C -1.7828 1.7319 0.7681 -0.263
C -2.3283 -0.6222 -1.0208 -0.208
C 0.1943 0.3715 -0.3561 -0.308
N 1.5370 -1.2554 0.2895 -0.038
P -1.2417 0.0122 0.4642 0.949
H 2.7118 2.6338 0.2486 0.081
H 1.8996 2.2999 -1.4419 0.113
H 1.1426 1.1130 1.2745 0.110
H 1.9455 -3.2493 0.8477 0.127
H 0.0866 -2.6622 1.0940 0.076
H 0.7137 -3.0406 -0.6327 0.100
H -1.4167 2.5107 0.1244 0.050
H -1.6647 1.9872 1.8745 0.080
H -2.8531 1.6843 0.8021 0.034
H -1.6708 -0.8075 -1.8893 0.038
H -3.1010 0.1380 -1.2608 0.051
H -2.8409 -1.5432 -0.8045 0.021
H 0.4422 0.0764 -1.3837 0.118
H 1.9398 -0.9303 1.1490 0.098
H 2.1830 -1.1393 -0.4457 0.088
```

Calculated values
ΔE to the lowest compared entry with this formula, charge and spin in kcal per mole: 49.66
Molar mass in g mol⁻¹: 132.2
Total charge: +1
Calculated total energy in a.u.: -633.3572

---

4.
C5H9NO4 | ωB97M-V/def2-TZVPD

```
19
Properties=species:S:1:pos:R:3:lowdin_charge:R:1
C 2.4618 0.9914 -0.1183 -0.004
C 1.7814 -0.4797 -0.2477 -0.527
C -0.3205 0.5176 -0.3224 -0.174
C -1.7490 0.4875 0.4119 -0.065
C -2.9189 -0.3377 -0.1373 -0.454
H 2.5487 1.6147 0.9414 0.127
H 1.9267 2.0302 -0.7751 0.162
H 3.3942 0.6539 -0.1935 -0.016
H 0.9460 -2.5725 -0.1372 0.159
H 0.1730 1.3412 0.3211 0.135
H -0.3668 0.6887 -1.4282 0.156
H -1.8122 1.5850 0.5303 0.103
H -1.3452 0.4829 1.5845 0.194
H -1.5046 -1.5468 0.0163 0.026
N 0.5270 -0.5115 -0.0087 -0.094
O 2.5141 -1.4426 -0.2124 0.066
O 0.2455 -1.9393 0.2624 -0.002
O -2.4346 -1.6202 -0.1662 0.104
O -4.0666 0.0571 -0.3209 0.102
```

Calculated values
ΔE to the lowest compared entry with this formula, charge and spin in kcal per mole: 156.04
Molar mass in g mol⁻¹: 147.1
Calculated total energy in a.u.: -551.4411